Entry from OMol25: a molecular structure, C36H27BBrF4N10O2PY (ωB97M-V/def2-TZVPD).

Summary:
Multiplicity = 2
Frontier orbital gap (spin up / spin down) = 6.81 / 2.96 eV
Charge = +2

Each line ends with the Mulliken charge.
CARTESIAN COORDINATES (ANGSTROEM)
Y 0.411 -0.220 0.855  1.464
C 3.222 -2.786 -1.840  -1.688
C 2.113 -1.971 -1.683  -0.451
N 1.954 -1.612 -0.404  0.870
N 2.975 -2.202 0.282  -0.195
C 3.741 -2.905 -0.562  -0.029
B 3.208 -1.924 1.802  0.508
N 1.948 -2.334 2.628  0.782
C 1.961 -3.055 3.760  -0.056
C 0.667 -3.181 4.227  -1.276
C -0.108 -2.491 3.305  -0.270
N 0.664 -1.987 2.335  -0.806
N 3.457 -0.387 1.939  0.541
C 4.600 0.311 2.006  -0.053
C 4.299 1.660 2.055  -1.300
C 2.911 1.708 1.996  -0.239
N 2.408 0.469 1.913  -0.770
N 4.388 -2.684 2.346  0.360
C 5.117 -2.432 3.474  -0.256
C 5.784 -3.577 3.807  -0.867
C 5.381 -4.514 2.835  -0.302
N 4.535 -3.986 1.974  -1.071
H 3.595 -3.241 -2.740  0.478
H 1.407 -1.641 -2.431  0.508
H 4.585 -3.464 -0.199  0.622
H 2.881 -3.445 4.163  0.390
H 0.339 -3.705 5.107  0.460
H -1.173 -2.328 3.280  0.546
H 5.555 -0.186 2.017  0.687
H 4.991 2.479 2.145  0.489
H 2.240 2.553 2.024  0.557
H 5.091 -1.477 3.971  0.573
H 6.468 -3.719 4.626  0.456
H 5.678 -5.545 2.731  0.487
F 1.334 2.311 -6.634  -0.217
C 0.743 1.818 -5.579  0.611
C -0.504 1.247 -5.647  0.196
F -1.155 1.183 -6.763  -0.197
C -1.113 0.712 -4.455  0.450
F -2.305 0.245 -4.633  -0.227
C -0.508 0.704 -3.193  -0.802
P -1.341 -0.023 -1.682  1.138
C -2.680 1.182 -1.461  0.972
C -3.880 0.771 -0.884  -0.524
C -4.871 1.703 -0.613  -0.913
C -4.671 3.045 -0.906  -0.662
C -3.469 3.462 -1.461  -0.808
C -2.474 2.536 -1.732  -0.613
C -2.096 -1.584 -2.199  0.601
C -1.397 -2.744 -1.855  -0.512
C -1.916 -3.993 -2.158  -0.925
C -3.146 -4.091 -2.789  -0.593
C -3.863 -2.943 -3.108  -0.889
C -3.346 -1.693 -2.815  -0.327
C 0.723 1.329 -3.142  1.009
Br 1.676 1.621 -1.577  0.127
C 1.352 1.867 -4.327  0.089
F 2.518 2.418 -4.233  -0.218
H -4.041 -0.270 -0.634  0.595
H -5.802 1.377 -0.169  0.454
H -5.448 3.767 -0.697  0.488
H -3.304 4.510 -1.675  0.471
H -1.532 2.885 -2.142  0.316
H -0.446 -2.678 -1.338  0.239
H -1.366 -4.885 -1.889  0.492
H -3.559 -5.064 -3.020  0.436
H -4.833 -3.024 -3.579  0.444
H -3.927 -0.811 -3.046  0.536
O -1.721 -0.148 1.583  -0.446
N -2.332 0.958 1.836  -0.676
N -1.630 1.978 1.599  1.262
O -0.401 1.866 1.128  -0.606
C -2.177 3.294 1.816  0.281
C -3.408 3.437 2.441  -0.271
C -3.925 4.711 2.599  -0.626
C -3.222 5.820 2.143  -0.548
C -1.989 5.655 1.532  -0.703
C -1.456 4.385 1.364  -0.339
H -3.945 2.570 2.797  0.505
H -4.880 4.838 3.091  0.437
H -3.632 6.812 2.277  0.449
H -1.432 6.517 1.190  0.415
H -0.495 4.239 0.894  0.478

***

Entry from OMol25: 2 unconnected molecules or ions with the total composition C5H12O2 (ωB97M-V/def2-TZVPD).

Summary:
Multiplicity = 2
Frontier orbital gap (spin up / spin down) = 2.27 / 5.81 eV
Charge = -1

Each line ends with the Mulliken charge.
CARTESIAN COORDINATES (ANGSTROEM)
O -2.258 1.764 -1.297  -0.653
C -1.616 0.770 -1.793  -0.466
C -1.294 -0.420 -0.879  -0.686
C -0.705 0.074 0.459  0.855
C -1.696 -0.092 1.629  -1.567
C 0.620 -0.574 0.859  -1.764
H -1.471 0.530 -2.861  0.275
H -2.252 -0.911 -0.619  0.137
H -0.634 -1.148 -1.365  0.356
H -0.585 1.158 0.405  0.158
H -1.583 0.782 2.293  0.330
H -1.511 -0.974 2.235  0.312
H -2.736 0.013 1.315  0.494
H 1.001 -0.101 1.757  0.410
H 0.405 -1.638 1.038  0.346
H 1.365 -0.545 0.061  0.468
H 5.076 -0.082 0.627  0.328
H 6.047 -1.292 0.698  0.305
O 5.243 -0.968 0.282  -0.639

***

For each record above, in turn, the calculated energy above the lowest of the compared OMol25 structures with the same formula, charge and spin values are 0.4; 14.0 kcal per mole.
For each record above, in turn, the calculated E values are -148674.230; -9472.956 eV.
For each record above, in turn, the calculated strongest force on any atom values are 0.57; 1.32 eV Å⁻¹.